{"formula": "C3H5N3S", "method": "ωB97M-V/def2-TZVPD", "orbital_gap_ev": 8.30, "energy_ev": -18491.7229, "charge": 0, "fmax_ha_per_bohr": 0.0674, "e_above_lowest_ev": 6.175, "species": ["C", "C", "C", "N", "N", "N", "S", "H", "H", "H", "H", "H"], "coordinates": [[-0.823, -0.193, 0.586], [0.993, 0.727, -1.214], [-1.112, -1.123, 1.747], [-0.013, 1.237, -1.629], [-1.234, 1.467, -1.424], [2.283, 0.416, -1.330], [-2.055, 0.621, -0.158], [-0.836, -0.618, 2.667], [-2.266, -1.262, 1.772], [-0.586, -2.110, 1.775], [2.854, 1.236, -1.139], [2.796, -0.399, -1.653]], "atomic_forces_ev_per_a": [[-0.7, 0.3, -0.7], [0.4, -1.4, -0.4], [-2.3, -0.1, -0.5], [-0.2, -0.5, 0.7], [-1.3, 0.9, -1.0], [0.2, 1.7, 0.7], [3.2, -1.1, 0.8], [0.1, 0.2, 0.2], [1.9, -0.4, 0.5], [-0.3, 0.9, -0.5], [0.3, -0.6, 0.1], [-1.1, 0.0, 0.0]]}